8
Properties=species:S:1:pos:R:3 method="wB97M-V/def2-TZVPD" homo_ev=-2.5 de_lowest_kcal_mol=29.8 homo_lumo_gap_ev=5.3 charge=-1
S -1.24 1.20 -1.16
H -2.50 1.60 -1.63
H 1.30 3.82 -3.29
H 1.94 3.96 -1.90
O 2.20 3.93 -2.85
H -1.09 -4.34 3.68
H 0.03 -5.20 3.89
O -0.65 -4.96 3.26

7
Properties=species:S:1:pos:R:3 method="wB97M-V/def2-TZVPD" homo_ev=-9.3 smiles=[SiH3]P de_lowest_kcal_mol=13.0 homo_lumo_gap_ev=10.1
Si 0.91 0.28 0.03
P -1.54 0.16 0.05
H 1.42 -1.00 0.45
H 0.94 0.85 -1.46
H 1.31 1.24 0.97
H -1.46 -0.81 0.94
H -1.58 -0.72 -0.97

21
Properties=species:S:1:pos:R:3 method="wB97M-V/def2-TZVPD" homo_ev=-0.6 de_lowest_kcal_mol=44.8 homo_lumo_gap_ev=4.7 charge=-2
Li 1.51 -1.37 1.71
Li -0.32 0.07 -0.10
S 1.78 1.34 -0.30
O 1.62 2.55 0.50
O 0.64 1.23 -1.23
O 3.09 1.30 -0.96
O 1.70 0.14 0.61
S -0.64 0.26 2.93
O -1.87 0.18 3.72
O -0.13 -1.11 2.62
O -0.84 0.96 1.62
O 0.35 1.03 3.70
O 0.07 -2.00 -0.61
H -0.65 -2.63 -0.48
H 0.53 -2.31 -1.40
O -0.01 -0.25 -3.48
H -0.13 0.34 -2.71
H 0.93 -0.44 -3.46
O -2.17 0.12 -0.93
H -2.53 1.01 -1.05
H -2.92 -0.43 -0.70

13
Properties=species:S:1:pos:R:3 method="wB97M-V/def2-TZVPD" homo_ev="-12.8 / -12.8" de_lowest_kcal_mol=41.5 homo_lumo_gap_ev="6.8 / 6.8" charge=+1
N 2.70 -0.73 0.32
N -3.07 0.94 0.04
N 0.93 0.60 0.27
P 1.66 -0.16 1.60
P 1.51 -0.62 -0.96
P -0.23 1.79 0.32
P -3.66 -0.47 -0.36
H 3.32 -1.47 0.53
H -3.79 1.50 0.54
H 0.86 -1.29 1.73
H 2.06 0.40 -1.82
H -0.66 1.55 -0.97
H -2.29 -1.06 -0.45

12
Properties=species:S:1:pos:R:3 method="wB97M-V/def2-TZVPD" homo_ev="-8.0 / -7.3" de_lowest_kcal_mol=132.3 homo_lumo_gap_ev="8.4 / 7.1"
N -0.78 0.78 -1.82
N -0.51 0.98 0.36
N 0.11 -0.10 -2.09
N 0.21 -1.12 0.21
N 0.01 -0.29 2.34
N -0.12 -0.06 0.88
H 0.18 -0.82 -1.26
H 0.89 0.15 -2.82
H 0.65 -1.69 0.92
H -0.70 1.74 -2.10
H -0.74 0.25 2.78
H 0.82 0.18 2.59

8
Properties=species:S:1:pos:R:3 method="wB97M-V/def2-TZVPD" homo_ev=-13.9 de_lowest_kcal_mol=17.4 homo_lumo_gap_ev=9.2 charge=+1
O -2.89 -1.27 -1.97
H -3.45 -0.50 -1.71
H -3.54 -1.95 -2.26
N 1.98 0.74 1.19
H 1.73 1.73 1.41
H 2.93 0.71 0.77
H 1.29 0.36 0.51
H 1.96 0.17 2.06

8
Properties=species:S:1:pos:R:3 method="wB97M-V/def2-TZVPD" homo_ev="-28.4 / -28.4" s_squared=0.75 de_lowest_kcal_mol=0.2 homo_lumo_gap_ev="18.2 / 10.5" charge=+2 multiplicity=2
N 0.81 -0.03 -0.87
H 1.68 -0.50 -1.16
H 1.09 0.69 -0.18
H 0.29 0.44 -1.60
H 0.45 -0.82 -0.34
H -1.99 -0.48 1.09
H -1.12 0.52 2.00
O -1.21 0.17 1.05

10
Properties=species:S:1:pos:R:3 method="wB97M-V/def2-TZVPD" homo_ev=-8.8 smiles="N=P#[PH2].P" de_lowest_kcal_mol=39.6 homo_lumo_gap_ev=8.1
N -0.88 1.93 1.58
P -0.94 1.65 0.01
P -1.47 -0.50 -0.45
H -1.20 1.10 2.13
H -2.89 -0.37 -0.25
H -1.85 -0.34 -1.83
P 0.41 -2.72 -0.73
H -0.75 -2.82 -1.71
H 1.09 -3.76 -1.38
H 0.86 -1.58 -1.51

9
Properties=species:S:1:pos:R:3 method="wB97M-V/def2-TZVPD" homo_ev=-13.8 de_lowest_kcal_mol=2.3 homo_lumo_gap_ev=9.8 charge=+1
N -1.60 0.07 0.16
H -1.97 0.96 0.50
H -2.21 -0.36 -0.53
H -1.39 -0.52 0.95
H -0.68 0.24 -0.29
S 1.56 -0.91 -0.84
S 1.60 0.83 0.32
H 2.08 -1.78 0.05
H 2.61 1.45 -0.31

9
Properties=species:S:1:pos:R:3 method="wB97M-V/def2-TZVPD" homo_ev=-10.5 smiles=O.O.S de_lowest_kcal_mol=28.4 homo_lumo_gap_ev=10.9
O 0.18 0.40 1.85
H 0.89 0.63 2.46
H 0.37 0.82 1.01
O -0.39 -2.14 -0.01
H 0.47 -2.07 -0.45
H -0.80 -1.35 -0.40
S 0.38 0.89 -1.17
H -0.52 1.90 -1.16
H -0.59 0.91 -2.12

9
Properties=species:S:1:pos:R:3 method="wB97M-V/def2-TZVPD" homo_ev="-12.9 / -12.9" s_squared=0.75 de_lowest_kcal_mol=3.1 homo_lumo_gap_ev="7.1 / 1.7" charge=+1 multiplicity=2
S -2.83 2.95 -2.21
H -2.50 2.05 -1.23
H -2.10 3.89 -1.56
H 4.71 -2.17 4.14
H 5.93 -2.19 3.25
O 5.65 -2.39 4.15
H -2.54 -0.14 -1.87
H -3.45 -0.99 -2.72
O -2.86 -1.01 -1.95

10
Properties=species:S:1:pos:R:3 method="wB97M-V/def2-TZVPD" homo_ev=-10.0 smiles=SS.O.O de_lowest_kcal_mol=19.6 homo_lumo_gap_ev=9.5
S 1.75 -0.66 2.07
S 2.03 -1.19 -0.09
H 2.51 0.52 1.82
H 3.13 -1.84 0.15
O -4.16 2.92 -2.85
H -4.18 2.53 -3.75
H -3.32 2.54 -2.55
O -2.51 0.37 -0.44
H -1.81 -0.43 -0.56
H -3.39 0.00 -0.43